[1]
Below is 2 unconnected molecules or ions with the total composition CH4N4OS, with properties calculated with the ωB97M-V functional and the def2-TZVPD basis.

orbital gap (spin up / spin down)	8.7 / 8.7	eV
ΔE to the lowest compared entry with this formula, charge and spin	3.007	eV
calculated total energy	-732.7459	Ha

Positions of all 11 atoms, in Å:
C: 1.47358 0.70345 0.07191
N: -1.50982 -1.47507 0.44761
N: -2.19477 -0.48470 0.52475
N: -0.41818 -1.43265 -0.22069
N: -0.10315 -0.23532 -0.79640
O: -1.13910 2.08517 0.24343
S: -1.47834 0.86443 -0.49593
H: 2.28360 0.15295 -0.54268
H: 1.52880 1.66825 -0.04056
H: 1.38873 0.40875 1.06170
H: 0.16866 -2.25527 -0.25312

Results of the Löwdin charge analysis, in e, for atoms 1 through 8: C 0.1144; N -0.1422; N -0.1582; N -0.1608; N -0.2341; O -0.5113; S 0.8821; H 0.0822



[2]
Below is a gas-phase ion, C9H5INO5 (charge -1), with properties calculated with the ωB97M-V functional and the def2-TZVPD basis.

charge	-1
orbital gap	6.0	eV
calculated total energy	-1074.3506	Ha
SMILES	NC1=C(CC(=O)I)C(=O)C=C(C(=O)[O-])C1=O

Positions of all 21 atoms, in Å:
N: -0.93819 2.50571 0.22784
C: 0.00105 1.32877 0.08358
C: -0.14183 0.30482 -1.02810
C: -1.30974 0.36241 -2.17813
C: -2.45983 -0.75886 -1.71240
O: -3.62755 -0.42845 -1.13100
I: -2.11926 -2.93131 -1.99059
C: 0.93846 -0.97202 -1.03314
O: 1.49335 -1.42113 -2.16161
C: 1.27179 -1.58512 0.48685
C: 1.41158 -0.56198 1.59969
C: 1.68993 -1.06988 3.13770
O: 2.18140 -0.27694 4.10321
O: 1.30684 -2.49036 3.43385
C: 1.23619 1.04649 1.17561
O: 2.04357 2.01508 1.64013
H: -0.49978 3.28546 0.79490
H: -1.07702 2.89742 -0.72925
H: -1.88388 1.40881 -2.17984
H: -0.88768 0.07898 -3.24823
H: 1.37059 -2.73789 0.70891

Results of the Löwdin charge analysis, in e, for atoms 1 through 8: N 0.0494; C -0.0946; C -0.0871; C -0.1322; C -0.6463; O -0.1460; I 0.7362; C -0.2296



[3]
Below is C3H5N3O in the gas phase, with properties calculated with the ωB97M-V functional and the def2-TZVPD basis.

orbital gap	9.3	eV
ΔE to the lowest compared entry with this formula, charge and spin	6.138	eV
calculated total energy	-356.6318	Ha
SMILES	[H]/N=c1/ccon1N

Positions of all 12 atoms, in Å:
C: 1.72791 -0.29745 -0.00939
C: 0.74977 -1.24061 0.08897
C: -0.49849 -0.66132 -0.13903
H: -0.40540 2.41196 0.03599
H: -1.29002 1.23137 1.30891
H: 2.73695 -0.34287 0.14372
H: 0.97498 -2.36217 0.06335
H: -2.45253 -0.58317 -0.76932
N: -0.94547 1.49317 0.14616
N: -0.25005 0.62300 -0.55711
N: -1.62738 -1.14915 -0.07636
O: 1.27972 0.87727 -0.23588

Results of the Löwdin charge analysis, in e, for atoms 1 through 8: C -0.1646; C -0.0254; C -0.5994; H 0.1284; H 0.2193; H 0.1029; H 0.1378; H 0.1670



[4]
Below is a molecular structure, H6O2S, with properties calculated with the ωB97M-V functional and the def2-TZVPD basis.

orbital gap	9.5	eV
ΔE to the lowest compared entry with this formula, charge and spin	2.189	eV
calculated total energy	-552.1737	Ha

Positions of all 9 atoms, in Å:
S: -0.71768 0.84816 -0.81833
H: 0.07213 -0.59046 -1.28881
H: -0.11993 2.01924 -0.51795
H: 1.47678 -0.74344 0.76770
H: 1.73170 0.20731 -0.38561
O: 2.10423 -0.55810 0.05583
H: -1.44801 -1.72252 1.36091
H: -0.74244 -0.55054 0.58738
O: -0.77751 -1.03855 1.44780

Results of the Löwdin charge analysis, in e, for atoms 1 through 8: S 0.4930; H 0.0965; H -0.1818; H 0.0095; H -0.0490; O -0.0934; H 0.0342; H -0.1692



> calculated total energy of number 4 (H6O2S)?

-552.1737 Ha



> Look up the calculated total energy of the first one.

-732.7459 Ha